76
Properties=species:S:1:pos:R:3:lowdin_charge:R:1 method="wB97M-V/def2-TZVPD" total_charge=0 smiles="CCOc1cc2[nH]c(=O)n(Cc3ccc(C(=O)NCCCN4CCC(C)CC4)cc3)c(=O)c2cc1OCC" e_lumo_ev=0.507
C -0.18 -1.24 2.24 -0.19
H -6.59 2.48 -2.74 0.07
H -6.18 -3.93 -0.46 0.10
C -3.69 -1.05 -1.78 -0.19
N -3.49 -4.24 -0.06 0.07
C 3.60 3.31 0.13 0.07
C -5.22 -2.92 -2.11 -0.19
C 2.77 0.35 2.27 -0.36
O 5.52 4.12 -0.84 -0.02
H -6.21 -4.83 -1.98 0.11
N -4.73 -1.88 -1.22 -0.18
C 0.74 1.68 1.81 -0.46
H 6.75 5.85 0.78 0.08
C -6.38 -0.03 -1.61 -0.16
H -0.10 0.26 3.78 0.13
H -4.81 1.42 -1.37 0.14
H 1.28 -0.89 3.78 0.13
C -2.27 -3.81 -0.46 -0.47
C 7.70 0.86 0.91 -0.23
H -6.10 -2.59 -2.69 0.11
H 1.58 -2.22 1.53 0.11
H -3.23 -0.49 -0.95 0.12
C 7.99 1.17 2.37 -0.06
C -4.20 -0.05 -2.82 -0.15
H -4.63 -0.58 -3.67 0.12
C -5.27 0.85 -2.19 -0.39
H 7.27 4.25 1.30 0.06
H -3.90 -3.82 0.76 0.13
H -3.37 0.56 -3.18 0.12
H -6.57 -1.72 -0.26 0.11
C 7.36 4.99 0.51 -0.05
C -0.18 -2.98 0.59 0.00
H 7.18 -0.10 0.81 0.12
C -1.56 -1.15 2.14 -0.02
C 0.51 -2.16 1.45 -0.01
H 8.63 0.81 0.34 0.13
H 0.34 -3.69 -0.04 0.12
H 7.50 3.54 -1.09 0.11
C 3.52 1.32 1.47 -0.07
H 1.02 3.31 0.65 0.17
H -4.43 -3.17 -2.82 0.13
H -6.90 -0.54 -2.42 0.11
H 7.01 5.17 -1.61 0.12
C 0.59 -0.32 3.16 -0.07
C 2.86 2.40 0.88 -0.18
N 1.41 0.61 2.39 0.08
N 1.51 2.54 1.07 0.18
C -1.57 -2.91 0.50 -0.13
H -5.34 -0.53 0.22 0.12
O 6.96 1.88 0.26 -0.08
H -3.32 -1.88 1.20 0.10
C 5.63 2.04 0.52 -0.18
C 6.91 4.42 -0.82 -0.22
O -1.74 -4.18 -1.50 0.05
C -5.59 -4.20 -1.34 -0.16
H -6.30 1.31 -4.04 0.08
C -4.36 -5.00 -0.92 -0.18
H 8.40 5.30 0.44 0.08
C 4.89 1.15 1.28 0.06
C 4.97 3.16 -0.05 -0.18
H 3.12 4.16 -0.33 0.13
O -0.45 1.86 1.96 0.09
H 5.33 0.29 1.74 0.12
H -4.68 -5.91 -0.40 0.12
H -2.92 -1.69 -2.21 0.12
C -2.25 -1.98 1.28 -0.03
H 8.55 2.10 2.45 0.08
H -7.11 0.58 -1.08 0.12
O 3.27 -0.61 2.82 0.08
H -3.77 -5.28 -1.79 0.12
C -5.84 1.84 -3.21 -0.08
H 7.08 1.27 2.95 0.07
H -2.09 -0.41 2.72 0.11
C -5.78 -1.06 -0.64 -0.19
H -5.05 2.47 -3.60 0.07
H 8.59 0.37 2.80 0.08

80
Properties=species:S:1:pos:R:3:mulliken_spin:R:1 method="wB97M-V/def2-TZVPD" s2=2.0160 total_charge=0 multiplicity=3 e_lumo_ev="-0.117 / -0.377"
O 1.82 5.35 3.33 0.00
C -2.53 2.92 1.11 0.01
H 8.10 0.18 0.84 0.00
H 0.86 5.30 3.40 0.00
C 1.21 2.62 0.08 0.06
H 1.61 -2.44 2.48 0.00
C -1.65 -1.45 -0.84 0.04
N 0.14 1.29 3.17 0.01
N 2.57 -1.56 -0.77 -0.03
C 0.86 -1.74 2.88 0.02
C 6.10 0.88 1.14 0.00
H -0.90 -3.23 -2.99 0.00
W 0.20 -0.15 0.33 1.55
N 0.19 1.37 1.84 0.01
H -1.67 2.97 1.76 0.00
H -2.45 0.83 2.98 0.00
C 0.91 2.43 1.53 0.00
C -0.84 -3.64 -1.99 0.01
C -0.95 -0.32 -3.23 -0.05
H -3.29 3.60 1.51 0.00
H 4.01 1.34 1.30 0.00
H -0.12 1.70 -3.11 0.00
H -3.04 -0.54 -3.81 0.00
C -2.19 -0.84 0.36 -0.03
H -4.94 0.62 0.19 0.00
C -1.79 -2.97 -1.00 0.01
H 1.21 -0.34 -3.13 0.00
H -2.35 -3.44 1.08 0.00
N 2.99 -0.79 0.14 0.06
C 0.81 2.31 3.73 0.04
C -1.59 -3.69 0.34 0.01
H 4.99 -2.39 -0.59 0.00
O 2.14 -0.15 0.93 0.00
H -0.58 1.18 -4.73 0.00
H -2.24 3.30 0.12 0.00
H 0.92 2.38 4.80 0.00
H -1.64 -4.76 0.18 0.00
O 0.98 1.54 -0.62 0.01
H -1.88 -0.75 -5.13 0.00
H -5.16 2.25 0.85 0.00
H -4.35 2.03 -0.71 0.00
H 7.40 -1.91 -0.26 0.00
H -2.53 -1.39 1.22 0.00
C -2.06 -0.96 -4.08 0.01
C -3.12 1.51 1.02 0.00
O 3.46 4.08 2.54 0.00
C 5.31 -1.48 -0.11 0.01
C -3.37 0.97 2.43 0.00
C 1.33 3.08 2.71 -0.01
H 0.55 -1.96 -3.28 0.00
H -1.10 -4.70 -2.06 0.00
H 0.54 -0.87 -4.67 0.00
H -0.61 -3.45 0.77 -0.01
H -3.44 -2.78 -2.43 0.00
C 4.39 -0.55 0.34 -0.01
C -0.87 1.15 -3.68 0.00
C -1.65 0.82 -1.03 -0.05
C 4.75 0.63 0.97 0.01
H -1.83 1.66 -3.59 0.00
H -3.89 0.01 2.40 0.00
O 0.83 -1.43 4.05 0.01
H 0.20 -3.56 -1.65 0.00
C -3.24 -3.22 -1.46 0.01
O 1.29 -1.61 -0.87 0.03
C -2.30 0.54 0.19 0.03
C 7.05 -0.03 0.70 0.01
C 6.66 -1.20 0.08 0.00
H -3.95 -2.80 -0.75 0.00
H -0.15 0.41 3.59 0.00
C -4.48 1.61 0.29 0.01
C 2.31 4.20 2.82 0.00
H -4.00 1.66 2.99 0.00
C 0.41 -0.93 -3.59 0.01
H -3.43 -4.30 -1.52 0.00
O 0.00 -1.28 2.01 0.03
H -1.51 1.81 -1.43 0.00
O 1.63 3.67 -0.35 0.01
C -1.35 -0.39 -1.74 0.19
H 6.41 1.81 1.62 0.00
H -2.13 -2.04 -3.96 0.00

86
Properties=species:S:1:pos:R:3:mulliken_spin:R:1 method="wB97M-V/def2-TZVPD" s2=0.7625 total_charge=-2 multiplicity=2 e_lumo_ev="3.645 / 3.329"
C -2.04 -1.41 2.58 0.00
H 2.64 4.54 -3.29 0.00
C -1.36 2.61 -1.73 0.00
As 4.24 0.60 3.02 -0.07
C 2.94 -3.49 -1.28 0.00
H -0.19 4.46 1.33 0.00
H 2.48 -4.37 -0.81 0.00
H 1.53 5.90 -3.54 0.00
C 1.79 -2.89 -4.85 0.00
C 0.75 3.36 -1.40 0.00
C -1.21 4.14 1.56 0.00
C -3.06 2.23 2.74 0.00
H -3.82 -3.27 1.27 0.00
C -3.34 -1.01 5.00 0.00
C -0.23 -3.64 2.08 0.00
C 2.55 -3.29 -3.76 0.00
C 0.60 -2.21 -4.64 0.00
H 0.00 -1.88 -5.48 0.00
H 1.63 3.32 -0.77 0.00
H -3.24 1.32 3.32 0.00
H 0.68 2.63 3.78 0.00
H -0.78 3.51 4.28 0.00
H -0.67 1.76 4.54 0.00
H -3.84 -0.87 5.95 0.00
S 3.89 0.39 5.12 0.50
H 0.75 -1.33 3.33 0.00
C 0.15 -1.93 -3.35 0.00
N -1.45 -1.62 1.32 0.00
C 2.13 -3.04 -2.46 0.00
H -5.10 -1.75 4.01 0.00
C -0.48 4.20 -3.24 0.00
H 3.49 -3.81 -3.92 0.00
S 6.32 1.10 2.90 0.56
C 0.10 -0.48 3.50 0.01
C -3.41 -1.71 2.69 0.00
S 3.04 2.20 2.22 0.01
H -1.90 -4.20 -0.64 0.00
F 4.92 1.47 -4.50 0.00
H 3.95 -3.76 -1.59 0.00
H -1.83 4.30 0.68 0.00
H 0.85 -3.57 2.19 0.00
F 1.35 0.96 -3.29 0.00
C 1.84 5.12 -2.83 0.00
C -1.33 -0.87 3.66 0.00
H -1.66 -1.46 -2.26 0.00
C -0.41 2.57 3.86 0.00
H 3.01 -2.71 -0.52 0.00
C -1.54 3.39 -2.86 0.00
Sb 3.15 1.15 -3.88 0.00
H 0.23 0.19 2.65 -0.01
H -0.58 4.83 -4.12 0.00
H 0.47 0.03 4.39 0.00
C 0.69 4.22 -2.49 0.00
H 2.24 5.60 -1.94 0.00
C -0.69 -2.59 1.08 0.00
C -4.04 -1.51 3.91 0.00
H -2.47 3.38 -3.41 0.00
H -3.76 2.24 1.90 0.00
H -3.26 3.10 3.37 0.00
H -0.84 -0.10 -3.00 0.00
H -1.59 4.75 2.38 0.00
F 3.52 2.32 -2.40 0.00
C 0.92 -2.35 -2.26 0.00
H -3.94 -1.63 0.62 0.00
F 2.57 2.66 -4.89 0.00
H -1.45 -0.27 5.70 0.00
S 3.85 -1.26 2.01 0.01
F 2.83 0.01 -5.35 0.00
F 3.74 -0.32 -2.82 0.00
H -0.79 -4.07 -2.02 0.00
C -0.86 -4.10 -0.94 0.00
H 2.13 -3.09 -5.86 0.00
Rb 2.90 0.49 -0.37 0.00
Br -2.81 1.56 -1.08 0.00
H -0.49 -4.64 1.73 0.00
C -0.26 -2.85 -0.33 0.00
H -0.31 -4.98 -0.58 0.00
N 0.54 -2.08 -0.94 0.00
H -0.69 -3.47 3.05 0.00
H -1.76 -1.21 -4.01 0.00
H -5.22 -2.27 1.68 0.00
C -1.11 -1.14 -3.14 0.00
C -4.15 -2.25 1.50 0.00
N -0.25 2.56 -1.04 0.00
C -2.00 -0.68 4.86 0.00
As -1.19 2.24 2.09 0.00